DFT (ωB97M-V/def2-TZVPD) results for a molecular structure, C4H4N2O2 at a distorted geometry.

Geometry as XYZ:
```
12
Properties=species:S:1:pos:R:3:mulliken_charge:R:1
C 0.510 -0.713 0.077 0.320
C -1.901 0.305 0.217 0.094
C -0.980 1.237 -0.167 -0.512
C 0.413 0.810 -0.122 0.766
H 2.797 -0.386 -0.346 0.379
H 2.281 -2.131 -0.491 0.353
H -3.011 0.561 0.448 0.317
H -1.140 2.376 0.395 0.193
N 1.801 -1.056 0.309 -0.704
N -0.403 -1.667 -0.125 -0.394
O -1.730 -0.925 -0.135 -0.216
O 1.363 1.588 -0.060 -0.595
```

Results
**Maximum force**: 9.51 eV/Å
**Energy**: -11280.7508 eV
**Multiplicity**: 1

DFT (ωB97M-V/def2-TZVPD) results for C4H4N2O2 in the gas phase at a distorted geometry.

Geometry as XYZ:
```
12
Properties=species:S:1:pos:R:3:mulliken_charge:R:1
O -0.161 -2.279 -1.708 -0.429
C -0.008 -1.159 -1.704 0.153
N 0.097 -0.352 -0.638 0.727
C -0.078 -0.779 0.669 -0.237
C -0.427 0.068 1.652 -0.243
O -0.262 1.621 1.368 -0.371
C 0.381 1.750 0.207 0.029
N 0.365 0.869 -0.838 -0.984
H 0.404 -0.588 -2.606 0.317
H -0.373 -1.900 0.714 0.298
H -0.751 0.015 2.708 0.352
H 0.813 2.733 0.175 0.387
```

Results
**Maximum force**: 10.10 eV/Å
**Energy**: -11283.9814 eV
**Multiplicity**: 1
**SMILES**: O=CN1C=COC=N1